17
Properties=species:S:1:pos:R:3 method="wB97M-V/def2-TZVPD" spin_multiplicity=1 mol_weight_g_mol=115.1 smiles="C=CC=O.CNC=O" homo_ha=-0.3471
C 1.230 -1.427 0.855
C 0.706 -0.260 1.300
C -0.860 -0.237 1.501
O -1.381 0.550 2.268
H 0.652 -2.338 0.732
H 2.197 -1.418 0.355
H 1.170 0.357 2.059
H -1.396 -1.088 1.048
C -0.918 -0.052 -1.672
N -0.600 0.934 -0.673
C 0.819 1.213 -0.429
O 1.704 0.867 -1.224
H -0.691 0.349 -2.663
H -0.291 -0.942 -1.525
H -1.962 -0.351 -1.570
H -1.269 1.670 -0.478
H 0.888 2.173 0.115

12
Properties=species:S:1:pos:R:3 method="wB97M-V/def2-TZVPD" spin_multiplicity=6 charge=+2 mol_weight_g_mol=159.0 homo_ha="-0.6808 / -0.6808" s2=8.75
C -2.220 1.157 -0.499
C -1.499 0.064 -1.285
O -1.210 0.633 -2.573
C -1.524 1.892 -2.621
O -1.500 1.638 0.525
O -1.401 2.574 -3.640
O -2.015 2.373 -1.524
Mn -0.779 2.580 -5.325
H -3.299 1.049 -0.346
H -2.126 -0.817 -1.446
H -0.553 -0.205 -0.806
H -1.069 2.514 0.099

18
Properties=species:S:1:pos:R:3 method="wB97M-V/def2-TZVPD" spin_multiplicity=1 charge=+1 mol_weight_g_mol=154.2 homo_ha="-0.5265 / -0.5268"
C -3.892 -0.117 -0.997
C 1.416 0.205 0.184
C 0.912 -0.938 0.644
C -0.658 0.333 -0.295
C 0.521 2.277 -0.975
C -1.568 -1.831 0.445
N -4.369 -1.188 -1.004
N 0.449 0.980 -0.426
N -0.470 -0.811 0.360
S -3.249 1.371 -0.936
H 2.517 0.522 0.085
H 1.286 -1.881 0.964
H 1.529 2.446 -1.446
H -0.315 2.236 -1.716
H 0.405 3.101 -0.231
H -1.307 -2.617 -0.273
H -1.418 -2.296 1.427
H -2.475 -1.286 0.448

101
Properties=species:S:1:pos:R:3 method="wB97M-V/def2-TZVPD" spin_multiplicity=2 charge=+1 mol_weight_g_mol=1234.3 homo_ha="-0.3458 / -0.3458" s2=0.75
Yb 0.261 0.027 0.059
O -1.666 -0.927 0.503
C -1.505 -1.923 -0.311
O -0.446 -2.019 -1.042
C -2.607 -2.971 -0.379
C -2.302 -4.273 -0.763
C -3.398 -5.153 -0.964
C -4.685 -4.627 -0.863
C -4.843 -3.300 -0.443
N -3.827 -2.507 -0.123
H -1.293 -4.541 -1.014
H -3.233 -6.186 -1.167
H -5.623 -5.116 -1.199
H -5.857 -2.870 -0.414
C 2.532 -1.676 -2.640
As 1.933 0.216 -2.662
C 3.697 1.046 -2.099
C 2.031 0.491 -4.608
C 1.013 1.481 -5.328
C 1.023 1.219 -6.816
C -0.462 1.173 -4.892
As -1.006 1.323 -3.010
C -2.542 0.042 -3.011
C -2.214 2.878 -3.160
C 1.395 2.925 -5.004
As 3.111 3.552 -5.959
C 2.151 4.826 -7.148
C 3.821 4.993 -4.587
H 3.046 -1.853 -3.568
H 1.617 -2.293 -2.570
H 3.058 -1.814 -1.648
H 4.515 0.492 -2.520
H 3.698 1.041 -1.006
H 3.703 2.108 -2.455
H 1.945 -0.545 -5.023
H 3.061 0.795 -4.743
H 0.545 0.239 -7.028
H 1.906 1.344 -7.401
H 0.344 1.967 -7.271
H -0.744 0.124 -5.179
H -1.169 1.859 -5.357
H -3.294 0.264 -3.849
H -3.135 0.296 -2.089
H -2.137 -0.951 -2.959
H -2.688 2.845 -4.112
H -1.601 3.723 -2.987
H -3.003 2.765 -2.393
H 1.565 3.018 -3.932
H 0.634 3.718 -5.248
H 1.971 4.384 -8.127
H 2.644 5.759 -7.319
H 1.224 5.124 -6.626
H 3.635 4.706 -3.546
H 3.236 5.929 -4.706
H 4.859 5.131 -4.791
C 4.071 -3.517 9.196
C 3.137 -2.445 8.775
S 2.543 -2.451 6.976
O 1.111 -2.796 6.912
O 3.552 -3.150 6.173
C 2.556 -0.695 6.398
C 3.305 -0.345 5.128
N 2.690 -0.730 3.817
C 1.452 -0.555 3.298
N 1.423 -0.878 1.957
C 2.564 -1.562 1.683
C 3.453 -1.319 2.751
N 4.764 -1.648 2.833
O 5.362 -1.538 3.921
O 5.280 -1.950 1.714
C 0.276 0.055 3.987
H 4.320 -3.457 10.283
H 5.021 -3.482 8.657
H 3.673 -4.510 8.999
H 3.621 -1.439 8.823
H 2.215 -2.464 9.478
H 3.171 -0.193 7.222
H 1.463 -0.419 6.443
H 4.227 -0.987 5.130
H 3.657 0.709 5.162
H 2.854 -1.894 0.643
H 0.573 1.060 4.234
H 0.193 -0.432 4.957
H -0.658 -0.131 3.441
I -1.499 2.777 0.701
C 0.538 2.748 0.622
H 0.849 2.731 1.655
H 0.912 3.602 0.021
C -7.338 -1.542 2.186
Sb -6.598 0.170 0.958
C -7.886 1.798 1.428
C -4.840 0.436 2.203
H -8.379 -1.630 1.856
H -7.340 -1.245 3.265
H -6.838 -2.473 1.867
H -7.949 1.840 2.539
H -8.889 1.555 1.141
H -7.605 2.730 0.968
H -4.873 -0.397 2.940
H -5.027 1.448 2.621
H -3.999 0.334 1.537

113
Properties=species:S:1:pos:R:3 method="wB97M-V/def2-TZVPD" spin_multiplicity=1 charge=-1 mol_weight_g_mol=1100.0 homo_ha=-0.1147
Cs -20.801 2.867 14.665
C -20.766 -2.035 13.178
C -21.071 -1.047 14.095
N -20.088 -0.441 14.789
C -18.841 -0.796 14.521
C -18.569 -1.726 13.522
N -19.504 -2.371 12.856
C -17.783 -0.177 15.364
C -16.678 -0.904 15.752
C -15.687 -0.313 16.539
C -15.876 1.025 16.861
C -17.045 1.682 16.448
N -17.970 1.058 15.738
C -17.243 3.099 16.843
C -16.128 4.021 16.937
N -16.325 5.325 17.079
C -17.607 5.688 17.197
C -18.654 4.794 17.245
N -18.475 3.478 17.070
C -14.514 -1.089 16.971
C -14.605 -1.972 18.019
C -13.491 -2.604 18.557
N -12.297 -2.474 17.978
C -12.204 -1.672 16.889
C -13.254 -0.937 16.407
H -21.544 -2.661 12.746
H -22.088 -0.829 14.362
H -17.542 -1.911 13.212
H -16.596 -1.961 15.456
H -15.175 1.617 17.464
H -15.159 3.627 16.797
H -17.763 6.748 17.255
H -19.660 5.222 17.422
H -15.594 -2.041 18.434
H -13.551 -3.267 19.416
H -11.253 -1.641 16.377
H -13.228 -0.316 15.515
O -22.221 4.062 17.419
C -23.181 4.197 16.642
C -24.019 5.510 16.695
C -25.004 5.583 17.689
C -26.036 6.466 17.482
C -26.094 7.287 16.396
C -25.146 7.169 15.357
C -24.114 6.295 15.550
P -22.614 6.132 14.308
C -22.987 7.246 12.936
C -23.487 6.751 11.740
C -23.656 7.645 10.674
C -23.463 8.980 10.821
C -23.012 9.506 12.021
C -22.798 8.642 13.053
C -21.319 7.092 15.183
C -21.585 7.587 16.458
C -20.686 8.417 17.095
C -19.510 8.729 16.487
C -19.162 8.240 15.260
C -20.048 7.349 14.618
H -24.917 4.962 18.551
H -26.822 6.603 18.240
H -26.750 8.172 16.391
H -25.105 7.904 14.550
H -23.693 5.705 11.538
H -23.936 7.250 9.722
H -23.610 9.652 9.943
H -22.821 10.550 12.090
H -22.465 9.072 14.005
H -22.567 7.429 16.893
H -20.881 8.748 18.086
H -18.732 9.304 16.994
H -18.245 8.414 14.710
H -19.718 6.875 13.692
O -17.913 6.170 10.852
C -17.046 6.559 11.805
C -16.376 7.809 11.669
C -15.609 8.308 12.685
C -15.448 7.606 13.865
C -16.140 6.395 13.998
C -16.961 5.839 12.992
C -17.571 4.464 13.216
O -17.318 3.846 14.269
N -18.318 4.057 12.174
N -18.725 2.756 12.097
C -19.176 2.509 10.934
S -19.958 0.934 10.574
C -19.507 0.977 8.858
C -19.892 2.355 8.322
S -19.382 3.628 9.504
H -18.244 5.214 11.131
H -16.602 8.348 10.772
H -15.150 9.265 12.526
H -14.900 8.063 14.725
H -16.089 5.866 14.955
H -20.075 0.143 8.336
H -18.439 0.814 8.754
H -20.983 2.396 8.293
H -19.440 2.582 7.293
N -22.764 3.297 11.804
C -23.197 2.265 12.043
N -23.593 0.995 12.383
C -24.292 0.344 11.272
C -25.717 0.929 11.206
O -26.364 0.687 12.443
C -25.775 1.402 13.510
C -24.338 0.980 13.660
H -24.293 -0.720 11.509
H -23.740 0.523 10.355
H -26.368 0.452 10.426
H -25.628 2.032 11.027
H -26.396 1.101 14.349
H -25.848 2.468 13.325
H -24.236 -0.056 14.019
H -23.828 1.637 14.339

18
Properties=species:S:1:pos:R:3 method="wB97M-V/def2-TZVPD" spin_multiplicity=1 mol_weight_g_mol=97.2 smiles="C/C=C/C/C=C/N" homo_ha=-0.2886
C -0.245 -3.508 1.228
C -0.720 -2.320 0.423
C -0.010 -1.206 0.302
C -0.397 -0.080 -0.633
C 0.379 1.178 -0.418
C 0.075 2.437 -0.722
N 0.802 3.533 -0.278
H 0.829 -3.628 1.109
H -0.689 -4.421 0.843
H -0.491 -3.542 2.289
H -1.537 -2.512 -0.232
H 0.757 -0.976 1.038
H -1.476 0.075 -0.536
H -0.348 -0.429 -1.675
H 1.356 1.064 0.056
H -0.746 2.671 -1.392
H 0.828 4.370 -0.840
H 1.734 3.353 0.068

52
Properties=species:S:1:pos:R:3 method="wB97M-V/def2-TZVPD" spin_multiplicity=1 charge=-1 mol_weight_g_mol=421.0 homo_ha=-0.2799
O -20.465 3.070 5.680
C -19.254 2.601 5.652
O -18.407 2.984 6.512
B -17.077 2.603 5.880
O -17.424 2.375 4.509
C -18.698 2.328 4.396
O -19.187 2.146 3.283
O -16.488 1.543 6.651
C -15.403 2.009 7.023
O -14.513 1.319 7.535
C -15.257 3.416 6.674
O -16.197 3.814 5.972
O -14.441 4.223 7.283
O -22.718 4.670 5.307
H -22.513 3.856 5.747
H -22.454 4.253 4.459
O -13.910 2.381 9.765
H -14.371 3.215 9.637
H -14.039 1.627 8.949
O -20.264 6.079 5.257
H -21.010 5.551 5.309
H -20.737 6.786 5.107
O -19.524 3.990 1.182
H -19.375 3.492 1.911
H -18.674 4.181 0.951
O -19.759 -0.132 6.610
H -20.723 0.098 6.652
H -19.992 -1.059 6.771
O -22.044 3.132 3.200
H -21.135 2.873 3.543
H -22.455 2.389 3.529
O -19.056 -0.484 1.923
H -18.125 -0.570 2.197
H -19.334 0.452 2.394
O -13.670 6.411 8.517
H -13.835 5.588 8.180
H -13.088 6.898 8.006
O -17.678 -0.255 8.615
H -18.479 -0.439 9.257
H -18.128 -0.039 7.733
O -18.185 5.744 7.644
H -19.068 5.674 7.108
H -17.695 5.122 7.128
O -14.830 -0.999 4.875
H -13.860 -1.124 4.740
H -14.987 -0.841 5.982
O -16.627 2.505 1.229
H -16.995 2.367 2.095
H -15.766 1.972 1.168
O -15.320 -1.393 7.769
H -16.317 -1.262 8.006
H -14.913 -0.543 7.810

21
Properties=species:S:1:pos:R:3 method="wB97M-V/def2-TZVPD" spin_multiplicity=1 charge=+1 mol_weight_g_mol=312.4 homo_ha=-0.5108
H -2.124 3.155 1.676
C -2.727 2.273 1.962
C -1.809 1.273 2.660
H -3.200 1.792 1.087
H -3.506 2.565 2.694
H -2.209 1.078 3.664
H -1.748 0.266 2.233
O 0.094 -0.013 0.181
C -0.269 -0.941 -0.795
C 0.805 -1.066 -1.870
O 2.076 -1.174 -1.201
C 3.170 -1.471 -2.059
H -1.207 -0.656 -1.304
H -0.436 -1.942 -0.350
H 0.837 -0.172 -2.513
H 0.654 -1.960 -2.492
H 4.082 -1.469 -1.453
H 3.027 -2.464 -2.507
H 3.249 -0.711 -2.849
H -0.740 1.660 2.695
Pb 1.980 -0.021 0.544

Number 1: electronic energy -10912.8775 eV. Number 2: electronic energy -42665.4645 eV. Number 3: electronic energy -21645.7189 eV. Number 4: electronic energy -288716.5191 eV. Number 5: electronic energy -109218.5508 eV. Number 6: electronic energy -7888.9596 eV. Number 7: electronic energy -48247.8882 eV. Number 8: electronic energy -14730.1384 eV.